Record 1
Below is an isolated molecule of C3H2N2S2, with properties calculated with ωB97M-V/def2-TZVPD.

Atoms and positions in Å:
H 0.39 2.60 -0.54
N -0.46 1.91 -0.36
C -0.14 0.69 -0.10
N 1.26 0.20 0.29
C 1.15 -1.03 0.25
S -0.36 -2.00 -0.34
C -1.12 -0.35 -0.06
S -2.70 -0.40 0.17
H 1.98 -1.62 0.70

## Properties
- Total charge: 0
- Highest occupied orbital energy: -9.064 eV
- SMILES: [H]/N=C1\N=CSC1=S
- Kohn-Sham gap: 7.586 eV
- E_LUMO: -0.0543 hartree

Record 2
Below is an isolated molecule of C8H15NO2, with properties calculated with ωB97M-V/def2-TZVPD.

Atoms and positions in Å:
H -4.28 -1.83 -2.60
N -3.56 -1.55 -1.91
C -3.78 -0.69 -1.05
C -2.62 -0.51 -0.10
C -1.49 -1.51 -0.18
C -0.32 -1.10 0.74
C 0.69 -0.38 -0.10
C 1.91 0.09 0.70
C 2.39 1.41 -0.09
C 3.49 2.16 0.62
O -2.88 0.08 1.09
O -2.24 0.87 0.17
H -4.73 -0.10 -1.00
H -1.20 -1.63 -1.21
H -2.01 -2.40 0.10
H -0.76 -0.50 1.60
H 0.22 -1.95 1.18
H 1.10 -1.08 -0.88
H 0.31 0.54 -0.64
H 2.63 -0.77 0.74
H 1.70 0.51 1.71
H 2.72 1.09 -1.09
H 1.50 2.15 -0.17
H 3.15 2.66 1.56
H 4.36 1.46 0.85
H 3.71 2.99 -0.03

## Properties
- Total charge: 0
- Highest occupied orbital energy: -9.890 eV
- SMILES: [H]/N=C/C1(CCCCCC)OO1
- Kohn-Sham gap: 10.815 eV
- E_LUMO: 0.0340 hartree

Record 3
Below is a cluster of 2 separate species, C3H4N2 in total, with properties calculated with ωB97M-V/def2-TZVPD.

Atoms and positions in Å:
N -0.87 -1.62 0.43
C -1.06 1.79 -0.25
C 0.10 1.62 0.05
C 1.53 -1.35 0.22
N 0.34 -1.48 0.23
H -1.33 -0.77 0.08
H -2.07 1.98 -0.51
H 1.11 1.44 0.33
H 2.21 -1.66 -0.57

## Properties
- Total charge: 0
- Highest occupied orbital energy: -9.149 eV
- Kohn-Sham gap: 10.194 eV
- E_LUMO: 0.0384 hartree

Record 4
Below is a cluster of 5 separate species, C31H44ClN2O17PS in total, with properties calculated with ωB97M-V/def2-TZVPD.

Atoms and positions in Å:
C -0.37 -0.87 4.46
C -0.68 -0.34 2.97
C 0.54 0.50 2.30
C -0.15 1.54 1.26
C -0.53 1.17 -0.22
C -0.22 -0.32 -0.78
C 0.87 -0.33 -1.97
C 2.26 -1.03 -1.58
C 3.55 -0.19 -2.05
C 3.54 1.33 -1.46
O 4.91 1.84 -1.53
C 5.33 2.30 -0.25
C 5.44 3.84 0.18
O 5.68 1.45 0.62
C -1.26 2.24 -1.16
P -1.65 1.67 -2.91
O -2.81 0.38 -2.75
Cl -2.65 3.14 -4.06
C -1.57 3.62 -0.55
O -2.26 4.61 -1.31
C -3.69 4.32 -1.06
C -4.61 5.63 -1.04
C -4.40 6.44 0.33
O -6.00 5.15 -1.07
C -1.16 3.99 0.91
N -1.36 5.20 1.67
S -0.71 5.02 3.24
N -0.10 3.41 3.22
C -0.44 2.98 1.88
H -0.93 -1.86 4.63
H -0.85 -0.11 5.18
H 0.74 -1.01 4.69
H -1.57 0.39 3.07
H -1.04 -1.16 2.25
H 1.30 -0.14 1.75
H 1.06 1.07 3.17
H -1.25 -0.73 -1.12
H 0.14 -1.03 0.04
H 0.34 -0.82 -2.88
H 1.00 0.78 -2.28
H 2.32 -2.03 -2.13
H 2.23 -1.26 -0.46
H 3.60 -0.15 -3.19
H 4.47 -0.72 -1.61
H 2.86 1.95 -2.17
H 3.06 1.40 -0.43
H 5.39 3.86 1.32
H 4.57 4.48 -0.22
H 6.44 4.29 -0.15
H -2.29 -0.43 -3.03
H -4.13 3.57 -1.80
H -3.73 3.84 -0.02
H -4.36 6.24 -1.99
H -4.97 5.89 1.16
H -3.28 6.52 0.63
H -4.79 7.52 0.24
H -6.05 4.49 -0.33
O 1.91 -4.20 -2.69
C 3.09 -4.34 -2.80
O 3.69 -5.41 -3.40
C 5.07 -5.10 -3.53
C 5.29 -4.07 -2.47
O 4.02 -3.45 -2.35
H 5.68 -5.99 -3.39
H 5.24 -4.71 -4.54
H 5.55 -4.52 -1.50
H 6.06 -3.35 -2.74
O -2.08 -2.63 6.63
C -1.57 -2.30 7.66
O -0.63 -3.02 8.32
C -0.12 -2.19 9.36
C -1.24 -1.22 9.59
O -1.87 -1.14 8.32
H 0.11 -2.78 10.25
H 0.79 -1.70 9.01
H -1.96 -1.58 10.33
H -0.88 -0.24 9.91
O 0.47 -4.46 3.34
C -0.11 -4.54 2.30
O -0.66 -5.68 1.80
C -1.44 -5.30 0.67
C -0.81 -4.01 0.25
O -0.29 -3.49 1.45
H -1.40 -6.06 -0.11
H -2.48 -5.17 0.98
H 0.02 -4.17 -0.45
H -1.52 -3.32 -0.20
O -1.94 -1.86 -4.99
C -2.13 -1.18 -5.96
O -1.61 -1.43 -7.19
C -2.25 -0.55 -8.10
C -2.70 0.58 -7.22
O -2.90 -0.06 -5.97
H -1.55 -0.21 -8.87
H -3.08 -1.07 -8.58
H -1.94 1.35 -7.10
H -3.62 1.04 -7.57

## Properties
- Total charge: 0
- Highest occupied orbital energy: -8.075 eV
- SMILES: CCCc1c(CCCCCOC(C)=O)c(P(O)Cl)c(OC[C@H](C)O)c2nsnc12.O=C1OCCO1.O=C1OCCO1.O=C1OCCO1.O=C1OCCO1
- Kohn-Sham gap: 6.921 eV
- E_LUMO: -0.0424 hartree

Record 5
Below is a structure of composition C24H33F12O15S, with properties calculated with ωB97M-V/def2-TZVPD.

Atoms and positions in Å:
C -2.75 5.25 -2.13
O -2.00 5.29 -3.32
C -1.99 4.09 -4.07
C -0.56 3.70 -4.48
C 0.46 3.89 -3.35
C 1.40 2.70 -3.18
C 0.63 1.43 -2.85
O 0.57 0.55 -4.00
S -0.12 -0.77 -3.45
O 0.21 -1.83 -4.34
O -1.49 -0.54 -3.13
O 0.73 -0.83 -2.13
C 1.21 0.52 -1.75
C 0.68 1.03 -0.39
O 1.24 2.10 -0.09
O -0.22 0.39 0.17
H -3.78 5.61 -2.29
H -2.26 5.90 -1.40
H -2.79 4.25 -1.70
H -2.59 4.22 -4.98
H -2.44 3.26 -3.51
H -0.27 4.30 -5.35
H -0.61 2.66 -4.79
H -0.02 4.08 -2.39
H 1.08 4.77 -3.57
H 1.96 2.52 -4.11
H 2.12 2.90 -2.39
H -0.38 1.70 -2.52
H 2.29 0.48 -1.75
C -1.85 -2.01 0.02
C -1.44 -2.82 1.22
O -2.55 -3.57 1.80
C -2.85 -4.72 1.25
O -2.31 -5.28 0.34
C -4.03 -5.36 2.02
F -5.00 -4.49 2.28
F -3.60 -5.86 3.19
F -4.56 -6.37 1.33
H -2.67 -1.34 0.28
H -1.01 -1.41 -0.31
H -2.19 -2.65 -0.80
H -1.10 -2.17 2.02
H -0.64 -3.52 0.98
C -3.85 -7.85 5.39
C -2.82 -7.47 6.43
O -3.39 -7.48 7.76
C -3.47 -8.65 8.36
O -3.12 -9.71 7.94
C -4.06 -8.48 9.78
F -5.12 -7.67 9.78
F -3.13 -7.95 10.59
F -4.43 -9.65 10.28
H -4.72 -7.19 5.45
H -3.42 -7.77 4.40
H -4.19 -8.88 5.53
H -2.48 -6.45 6.28
H -1.96 -8.13 6.41
C 3.54 5.77 3.68
C 2.41 4.77 3.54
O 1.21 5.40 3.07
C 1.15 5.58 1.75
O 1.99 5.32 0.95
C -0.23 6.15 1.36
F -0.59 7.15 2.19
F -1.17 5.21 1.43
F -0.20 6.64 0.12
H 3.24 6.60 4.33
H 4.42 5.28 4.11
H 3.82 6.18 2.71
H 2.14 4.35 4.51
H 2.68 3.95 2.87
C 4.44 -0.48 -6.66
C 4.18 -0.17 -5.20
O 5.27 0.60 -4.63
C 5.23 1.90 -4.85
O 4.42 2.52 -5.47
C 6.43 2.58 -4.14
F 7.56 1.90 -4.32
F 6.19 2.65 -2.82
F 6.60 3.82 -4.60
H 5.40 -0.98 -6.78
H 3.65 -1.12 -7.04
H 4.47 0.44 -7.25
H 4.14 -1.08 -4.61
H 3.24 0.36 -5.06

## Properties
- Total charge: -1
- Highest occupied orbital energy: -5.931 eV
- Kohn-Sham gap: 8.013 eV
- E_LUMO: 0.0765 hartree

Record 6
Below is a structure of composition C24H21F5N3O2PdTe, with properties calculated with ωB97M-V/def2-TZVPD.

Atoms and positions in Å:
Pd -1.85 0.51 -0.59
O -2.07 -4.07 -0.75
C -2.44 -4.23 0.53
C -2.59 -5.55 0.99
C -2.96 -5.79 2.30
C -3.18 -4.74 3.18
C -3.04 -3.44 2.73
C -2.67 -3.16 1.41
C -2.53 -1.76 0.95
O -2.13 -1.58 -0.25
N -2.84 -0.79 1.81
N -2.59 0.40 1.25
C -2.82 1.51 1.85
C -2.47 2.72 1.11
C -2.56 3.99 1.68
C -2.19 5.09 0.93
C -1.72 4.90 -0.36
C -1.66 3.62 -0.86
N -2.05 2.55 -0.16
H -1.96 -3.11 -0.90
H -2.40 -6.35 0.30
H -3.06 -6.82 2.64
H -3.47 -4.93 4.21
H -3.20 -2.60 3.39
H -3.21 1.53 2.87
H -2.90 4.08 2.70
H -2.25 6.08 1.36
H -1.41 5.73 -0.97
H -1.29 3.41 -1.86
F -1.94 1.71 -3.14
C -1.37 0.58 -2.56
F -0.05 0.63 -2.90
C -1.97 -0.59 -3.38
F -3.26 -0.78 -3.11
F -1.87 -0.36 -4.71
F -1.32 -1.73 -3.12
C 6.79 0.91 -1.16
C 5.34 0.77 -0.78
C 4.76 -0.48 -0.59
C 3.43 -0.64 -0.21
C 2.88 -2.03 -0.06
C 2.64 0.50 0.01
Te 0.69 0.27 0.84
C 3.19 1.77 -0.23
C 2.40 3.05 -0.13
C 4.53 1.88 -0.61
H 7.27 -0.06 -1.26
H 7.34 1.48 -0.41
H 6.90 1.44 -2.11
H 5.37 -1.37 -0.75
H 3.61 -2.77 -0.40
H 1.96 -2.15 -0.62
H 2.63 -2.24 0.98
H 1.34 2.85 0.02
H 2.53 3.65 -1.04
H 2.74 3.66 0.72
H 4.94 2.87 -0.79

## Properties
- Total charge: -1
- Highest occupied orbital energy (alpha / beta): -3.319 / -3.319 eV
- Kohn-Sham gap (alpha / beta): 5.160 / 5.161 eV
- E_LUMO (alpha / beta): 0.0677 / 0.0677 hartree

Record 7
Below is an isolated molecule of C3H7N3O4, with properties calculated with ωB97M-V/def2-TZVPD.

Atoms and positions in Å:
C 1.17 0.14 -0.19
C -0.27 -0.12 -0.57
C -1.18 -0.14 0.65
N -2.86 -0.03 0.23
N -3.32 1.23 -0.02
O -2.62 2.15 0.38
O -4.33 1.34 -0.65
N -3.47 -1.23 0.09
O -2.68 -2.13 0.01
O -4.64 -1.24 0.15
H 1.70 0.52 -1.20
H 1.40 1.06 0.46
H 1.79 -0.72 0.22
H -0.49 -0.97 -1.22
H -0.62 0.76 -1.17
H -1.18 -0.87 1.50
H -1.24 0.70 1.41

## Properties
- Total charge: 0
- Highest occupied orbital energy: -11.196 eV
- SMILES: CCCN([N+](=O)[O-])[N+](=O)[O-]
- Kohn-Sham gap: 10.796 eV
- E_LUMO: -0.0147 hartree

Record 8
Below is a cluster of 3 separate species, C13H29N2O4 in total, with properties calculated with ωB97M-V/def2-TZVPD.

Atoms and positions in Å:
C 1.09 -2.23 0.28
C 1.09 -1.08 -0.72
O -0.19 -0.60 -1.04
C -0.68 0.37 -0.12
C -2.17 0.26 0.15
O -2.56 -0.79 1.00
C -2.79 -2.05 0.30
N -3.77 -1.99 -0.70
N -3.27 -2.46 -1.97
H 0.47 -1.94 1.13
H 2.09 -2.45 0.60
H 0.62 -3.09 -0.18
H 1.77 -0.29 -0.37
H 1.52 -1.45 -1.65
H -0.55 1.36 -0.59
H -0.11 0.39 0.81
H -2.43 1.18 0.67
H -2.70 0.25 -0.80
H -3.09 -2.74 1.11
H -1.84 -2.43 -0.09
H -3.25 -3.48 -1.97
H -2.30 -2.16 -2.13
C 5.46 -2.25 -2.78
C 6.26 -1.89 -1.52
C 5.14 -1.73 -0.49
O 4.10 -2.62 -0.88
C 4.35 -3.11 -2.20
H 6.05 -2.76 -3.54
H 5.05 -1.34 -3.22
H 6.91 -2.72 -1.24
H 6.87 -1.00 -1.63
H 4.75 -0.71 -0.50
H 5.46 -1.97 0.52
H 4.65 -4.16 -2.13
H 3.43 -3.05 -2.78
C -4.26 4.58 2.92
C -3.22 5.40 2.17
C -2.24 4.33 1.73
O -3.00 3.14 1.54
C -4.31 3.30 2.08
H -5.24 5.06 3.01
H -3.91 4.35 3.93
H -3.68 5.88 1.30
H -2.76 6.18 2.78
H -1.49 4.14 2.50
H -1.73 4.58 0.80
H -5.02 3.40 1.26
H -4.57 2.42 2.66

## Properties
- Total charge: -1
- Highest occupied orbital energy: -1.173 eV
- Kohn-Sham gap: 3.734 eV
- E_LUMO: 0.0941 hartree

Record 9
Below is a cluster of 2 separate species, C3H10N2 in total, with properties calculated with ωB97M-V/def2-TZVPD.

Atoms and positions in Å:
H 1.27 1.04 -4.29
N 1.25 0.99 -3.28
C 2.02 0.07 -2.87
N 2.78 -0.77 -3.65
H 2.26 -0.15 -1.82
H 3.54 -1.25 -3.18
H 2.46 -1.07 -4.55
C -3.20 -0.55 4.77
C -2.33 0.49 4.06
H -4.12 -0.62 4.18
H -2.77 -1.52 4.98
H -3.56 -0.07 5.69
H -2.18 0.29 3.00
H -1.28 0.35 4.38
H -2.51 1.53 4.29

## Properties
- Total charge: 0
- Highest occupied orbital energy: -9.407 eV
- SMILES: [H]/N=C\N.CC
- Kohn-Sham gap: 10.425 eV
- E_LUMO: 0.0374 hartree

Record 10
Below is a structure of composition C52H56N7NiO3STe, with properties calculated with ωB97M-V/def2-TZVPD.

Atoms and positions in Å:
Ni 1.86 -0.09 0.03
C 1.16 5.84 3.89
C 1.36 4.46 3.34
C 1.51 3.38 4.19
C 1.67 2.04 3.75
C 1.77 1.10 4.78
N 1.79 -0.25 4.83
C 1.23 -1.19 3.88
C -0.31 -1.17 3.92
C -0.91 -1.79 2.66
N -0.86 -3.23 2.66
C -0.67 -4.07 1.64
C -0.01 -3.96 0.41
C -0.20 -5.03 -0.50
C 0.47 -5.16 -1.68
C 0.18 -6.29 -2.63
C 1.47 -4.22 -1.98
C 1.71 -3.17 -1.13
C 2.87 -2.24 -1.35
N 2.51 -0.91 -1.83
C 3.59 -0.33 -2.64
C 3.98 1.10 -2.26
C 2.77 1.99 -1.97
N 2.36 1.81 -0.59
C 2.00 2.86 0.06
C 1.71 2.96 1.45
C 1.46 4.24 1.98
C 1.77 1.81 2.31
O 1.96 0.65 1.86
C 0.93 -2.93 0.04
O 1.18 -1.91 0.75
H 0.79 5.80 4.92
H 0.43 6.39 3.29
H 2.09 6.40 3.88
H 1.49 3.56 5.26
H 1.86 1.54 5.77
H 1.91 -0.62 5.76
H 1.61 -2.18 4.12
H 1.55 -0.91 2.88
H -0.63 -0.13 3.96
H -0.68 -1.69 4.81
H -0.37 -1.40 1.79
H -1.96 -1.49 2.58
H -1.34 -3.64 3.46
H -1.08 -5.06 1.83
H -0.94 -5.78 -0.24
H -0.23 -7.14 -2.10
H 1.08 -6.61 -3.14
H -0.54 -5.97 -3.38
H 2.07 -4.34 -2.87
H 3.62 -2.72 -1.98
H 3.26 -0.36 -3.69
H 4.49 -0.95 -2.55
H 4.58 1.52 -3.07
H 4.59 1.09 -1.35
H 1.95 1.73 -2.65
H 3.02 3.04 -2.16
H 1.95 3.81 -0.48
H 1.39 5.07 1.29
C 7.78 -2.87 -2.54
C 7.21 -2.29 -1.29
C 8.01 -1.79 -0.27
C 7.35 -1.29 0.85
N 6.04 -1.31 0.97
C 5.36 -1.83 -0.05
S 3.66 -1.89 0.29
N 5.88 -2.30 -1.18
H 8.82 -3.15 -2.39
H 7.73 -2.14 -3.35
H 7.20 -3.74 -2.83
H 9.09 -1.79 -0.34
H 7.89 -0.87 1.69
C -7.28 3.73 3.00
C -6.10 3.10 2.31
C -5.74 1.78 2.55
C -4.64 1.21 1.93
C -4.30 -0.20 2.28
C -3.86 1.95 1.04
Te -1.99 1.10 0.22
N 0.14 0.18 -0.95
C 0.29 -0.11 -2.15
O 1.34 -0.91 -2.65
C -0.48 0.45 -3.28
C -0.98 1.75 -3.20
C -1.55 2.35 -4.31
C -1.62 1.67 -5.51
C -1.14 0.37 -5.59
C -0.58 -0.24 -4.49
C -3.00 -0.42 -0.89
C -2.51 -1.71 -0.77
C -3.10 -2.77 -1.43
C -4.20 -2.54 -2.23
C -4.68 -1.25 -2.37
C -4.10 -0.18 -1.71
C -4.66 1.19 -1.90
C -4.23 3.27 0.77
C -3.50 4.15 -0.19
C -5.34 3.82 1.41
H -7.69 3.06 3.75
H -8.06 3.96 2.28
H -6.98 4.66 3.48
H -6.32 1.19 3.24
H -5.10 -0.67 2.84
H -3.41 -0.19 2.90
H -4.10 -0.80 1.39
H -0.88 2.30 -2.27
H -1.93 3.36 -4.24
H -2.04 2.15 -6.38
H -1.20 -0.16 -6.53
H -0.19 -1.24 -4.55
H -1.64 -1.88 -0.15
H -2.70 -3.76 -1.30
H -4.69 -3.36 -2.75
H -5.54 -1.07 -3.01
H -5.28 1.24 -2.80
H -3.85 1.92 -1.99
H -5.27 1.47 -1.04
H -2.68 3.62 -0.67
H -3.10 5.02 0.32
H -4.19 4.51 -0.96
H -5.61 4.85 1.19

## Properties
- Total charge: 0
- Multiplicity: 4
- Highest occupied orbital energy (alpha / beta): -4.544 / -6.665 eV
- ⟨S²⟩: 3.801
- Kohn-Sham gap (alpha / beta): 3.651 / 5.770 eV
- E_LUMO (alpha / beta): -0.0328 / -0.0329 hartree

Record 11
Below is a structure of composition C3H8BrCuNO, with properties calculated with ωB97M-V/def2-TZVPD.

Atoms and positions in Å:
Cu -5.47 -0.49 -0.83
Br -3.38 1.10 -0.62
C 2.13 0.51 0.86
C 0.66 0.70 0.77
O 0.09 1.59 1.43
N -0.27 -0.48 0.29
H -0.12 -1.34 0.80
H -1.24 -0.25 0.43
C -0.06 -0.74 -1.19
H 2.70 0.30 -0.05
H 2.46 -0.01 1.76
H 2.52 1.50 1.06
H -0.80 -1.46 -1.54
H 0.93 -1.14 -1.42
H -0.17 0.19 -1.75

## Properties
- Total charge: +2
- Multiplicity: 2
- Highest occupied orbital energy (alpha / beta): -18.557 / -18.554 eV
- ⟨S²⟩: 0.753
- Kohn-Sham gap (alpha / beta): 9.150 / 5.932 eV
- E_LUMO (alpha / beta): -0.3457 / -0.4638 hartree

Which formula does entry 3 have? C3H4N2